1.
This record from the OMol25 dataset describes 2 unconnected molecules or ions with the total composition C6H16O at a distorted geometry. The level of theory is ωB97M-V with the def2-TZVPD basis set.

Summary:
- strongest force on any atom (eV/A) = 2.2
- LUMO (eV) = 0.6
- DFT total energy (hartree) = -313.4291
- energy above the lowest of the compared OMol25 structures with the same formula, charge and spin (kcal/mol) = 9.0
- E_HOMO (Ha) = -0.4008
- structure (SMILES) = CCC(C)(C)C.O
- frontier orbital gap (eV) = 11.522

Structure (ORCA input):
```
! RIJCOSX wB97M-V def2-TZVPD def2/J DEFGRID3
* xyz 0 1
C 1.49 1.83 -0.22
C 1.01 0.41 -0.62
C -0.49 0.17 -0.74
C -1.12 1.28 -1.62
C -0.85 -1.17 -1.38
C -1.08 0.18 0.66
H 2.41 1.82 0.40
H 0.70 2.34 0.36
H 1.69 2.42 -1.13
H 1.56 0.19 -1.55
H 1.48 -0.16 0.20
H -1.18 2.32 -1.28
H -2.12 0.93 -1.91
H -0.47 1.24 -2.51
H -1.94 -1.31 -1.31
H -0.35 -2.00 -0.85
H -0.56 -1.20 -2.45
H -0.74 -0.71 1.23
H -2.17 0.11 0.52
H -0.86 1.08 1.26
O 0.83 -3.39 4.40
H 1.61 -3.36 5.01
H 1.16 -3.01 3.56
*
```

Löwdin atomic charge list, values in e, 4 entries: atom 1 (C): -0.108, atom 2 (C): -0.235, atom 3 (C): -0.653, atom 4 (C): -0.061

***

2.
This record from the OMol25 dataset describes a gas-phase ion, C4H8NO2 (charge +1) at a distorted geometry. The level of theory is ωB97M-V with the def2-TZVPD basis set.

Summary:
- strongest force on any atom (eV/A) = 4.0
- LUMO (eV) = -4.0
- DFT total energy (hartree) = -362.0957
- energy above the lowest of the compared OMol25 structures with the same formula, charge and spin (kcal/mol) = 73.9
- E_HOMO (Ha) = -0.5477
- structure (SMILES) = [NH3+]C1(C=O)COC1
- frontier orbital gap (eV) = 10.906

Structure (ORCA input):
```
! RIJCOSX wB97M-V def2-TZVPD def2/J DEFGRID3
* xyz 1 1
N 0.76 1.20 0.09
C 0.23 -0.21 -0.04
C 1.43 -1.19 -0.14
O 2.51 -0.70 -0.02
C -1.02 -0.56 -1.05
O -1.97 -0.53 0.09
C -0.96 -0.36 1.02
H 0.13 1.73 -0.54
H 1.79 1.24 -0.17
H 0.58 1.51 1.06
H 1.22 -2.18 -0.30
H -1.38 0.28 -1.70
H -0.86 -1.65 -1.47
H -0.88 -1.27 1.72
H -0.92 0.62 1.62
*
```

Löwdin atomic charge list, values in e, 4 entries: atom 1 (N): 0.237, atom 2 (C): -0.268, atom 3 (C): -0.130, atom 4 (O): 0.113

***

3.
This record from the OMol25 dataset describes a single C4H5NO molecule at a distorted geometry. The level of theory is ωB97M-V with the def2-TZVPD basis set.

Summary:
- strongest force on any atom (eV/A) = 1.3
- LUMO (eV) = 1.0
- DFT total energy (hartree) = -285.3273
- energy above the lowest of the compared OMol25 structures with the same formula, charge and spin (kcal/mol) = 54.8
- E_HOMO (Ha) = -0.2878
- structure (SMILES) = Nc1ccoc1
- frontier orbital gap (eV) = 8.805

Structure (ORCA input):
```
! RIJCOSX wB97M-V def2-TZVPD def2/J DEFGRID3
* xyz 0 1
N 1.86 -0.24 -0.14
C 0.53 0.14 -0.17
C -0.54 -0.69 -0.63
C -1.60 -0.28 0.12
O -1.34 0.84 0.80
C -0.03 1.22 0.51
H 2.29 0.13 0.70
H 1.94 -1.25 -0.14
H -0.54 -1.34 -1.50
H -2.54 -0.76 0.35
H -0.01 2.22 0.09
*
```

Löwdin atomic charge list, values in e, 4 entries: atom 1 (N): 0.092, atom 2 (C): -0.338, atom 3 (C): -0.025, atom 4 (C): -0.144

***

4.
This record from the OMol25 dataset describes a single C6H5NO molecule at a distorted geometry. The level of theory is ωB97M-V with the def2-TZVPD basis set.

Summary:
- strongest force on any atom (eV/A) = 3.5
- LUMO (alpha / beta) (eV) = -1.3 / -1.2
- DFT total energy (hartree) = -361.3055
- energy above the lowest of the compared OMol25 structures with the same formula, charge and spin (kcal/mol) = 174.9
- E_HOMO (alpha / beta) (Ha) = -0.2864 / -0.2846
- structure (SMILES) = CC=C1c2c1c2=NO
- frontier orbital gap (alpha / beta) (eV) = 6.540 / 6.536

Structure (ORCA input):
```
! RIJCOSX wB97M-V def2-TZVPD def2/J DEFGRID3
* xyz 0 1
C 2.07 -1.32 0.93
C 1.75 0.01 0.35
C 0.54 0.32 -0.12
C -0.17 1.46 -0.71
C -0.77 -0.28 -0.26
C -1.50 0.91 -0.74
N -2.64 1.37 -1.00
O -3.77 0.57 -0.92
H 1.17 -1.92 1.01
H 2.53 -1.21 1.91
H 2.78 -1.85 0.29
H 2.52 0.77 0.35
H -4.50 1.17 -1.08
*
```

Löwdin atomic charge list, values in e, 4 entries: atom 1 (C): -0.098, atom 2 (C): -0.131, atom 3 (C): -0.318, atom 4 (C): 0.272

***

5.
This record from the OMol25 dataset describes a molecular structure, C42H50CuN4P2. The level of theory is ωB97M-V with the def2-TZVPD basis set.

Summary:
- strongest force on any atom (eV/A) = 0.6
- LUMO (eV) = 1.9
- DFT total energy (hartree) = -4172.7637
- energy above the lowest of the compared OMol25 structures with the same formula, charge and spin (kcal/mol) = 0.0
- E_HOMO (Ha) = -0.1339
- frontier orbital gap (eV) = 5.496

Structure (ORCA input):
```
! RIJCOSX wB97M-V def2-TZVPD def2/J DEFGRID3
* xyz -1 1
Cu 0.50 -0.21 -0.93
C -0.90 0.78 5.31
C 0.24 1.19 4.37
C 1.57 0.76 5.00
P 0.27 0.64 2.57
C -0.80 -0.87 2.39
C -2.30 -0.83 2.70
C -0.12 -2.07 3.04
C -0.75 1.91 1.73
C -1.88 2.49 2.34
C -2.66 3.46 1.74
C -3.86 4.04 2.44
C -2.29 3.86 0.46
C -1.19 3.32 -0.17
C -0.37 2.35 0.45
N 0.70 1.77 -0.22
C 1.62 2.56 -0.83
C 1.80 3.95 -0.56
C 2.74 4.71 -1.22
C 3.59 4.17 -2.19
C 4.61 5.01 -2.90
C 3.48 2.81 -2.41
C 2.56 2.00 -1.75
P 2.50 0.21 -1.98
C 4.03 -0.42 -1.15
C 3.92 -0.08 0.33
C 5.36 0.06 -1.72
C 2.79 -0.04 -3.79
C 2.94 -1.54 -4.06
C 1.59 0.52 -4.55
H -0.72 1.19 6.31
H -0.95 -0.31 5.41
H -1.88 1.13 4.99
H 0.24 2.28 4.29
H 1.63 -0.33 5.07
H 1.67 1.17 6.01
H 2.42 1.09 4.40
H -0.71 -1.02 1.31
H -2.51 -0.69 3.76
H -2.75 -1.78 2.40
H -2.80 -0.04 2.14
H -0.16 -2.02 4.14
H 0.93 -2.14 2.75
H -0.61 -3.00 2.74
H -2.15 2.16 3.34
H -3.98 3.61 3.43
H -4.78 3.85 1.88
H -3.77 5.13 2.55
H -2.89 4.59 -0.07
H -0.94 3.64 -1.17
H 1.19 4.42 0.19
H 2.82 5.76 -0.97
H 4.22 6.00 -3.15
H 4.93 4.54 -3.83
H 5.52 5.17 -2.30
H 4.14 2.35 -3.14
H 3.97 -1.51 -1.27
H 4.02 0.99 0.49
H 4.71 -0.59 0.90
H 2.95 -0.37 0.75
H 5.45 1.14 -1.62
H 5.48 -0.20 -2.78
H 6.19 -0.40 -1.17
H 3.69 0.48 -4.12
H 2.06 -2.08 -3.70
H 3.82 -1.96 -3.57
H 3.04 -1.73 -5.13
H 0.66 0.04 -4.22
H 1.70 0.35 -5.62
H 1.48 1.60 -4.38
N -7.17 -7.01 -0.23
C -6.31 -6.26 -0.33
C -5.24 -5.31 -0.45
C -4.51 -4.94 0.68
C -3.47 -4.04 0.55
C -3.15 -3.49 -0.69
C -3.89 -3.87 -1.81
C -4.92 -4.78 -1.70
C -2.03 -2.52 -0.82
C -2.36 -1.26 -1.31
C -3.68 -0.73 -1.48
C -3.54 0.55 -1.93
C -2.13 0.76 -2.06
N -1.44 -0.29 -1.70
C -0.77 -3.00 -0.43
C -0.42 -4.35 -0.14
C 0.92 -4.35 0.17
C 1.34 -3.00 0.07
N 0.35 -2.20 -0.29
H -4.77 -5.35 1.65
H -2.89 -3.75 1.42
H -3.64 -3.44 -2.77
H -5.49 -5.09 -2.57
H -4.60 -1.24 -1.24
H -4.32 1.27 -2.14
H -1.63 1.65 -2.41
H -1.08 -5.20 -0.18
H 1.54 -5.19 0.44
H 2.33 -2.59 0.27
*
```

Löwdin atomic charge list, values in e, 4 entries: atom 1 (Cu): 0.165, atom 2 (C): -0.132, atom 3 (C): -0.554, atom 4 (C): -0.164

***

6.
This record from the OMol25 dataset describes a molecular structure, C20H28ClFN2O2Tl at a distorted geometry. The level of theory is ωB97M-V with the def2-TZVPD basis set.

Summary:
- strongest force on any atom (eV/A) = 5.3
- LUMO (eV) = 2.7
- DFT total energy (hartree) = -1771.3890
- E_HOMO (Ha) = -0.1364
- frontier orbital gap (eV) = 6.375

Structure (ORCA input):
```
! RIJCOSX wB97M-V def2-TZVPD def2/J DEFGRID3
* xyz -1 1
Tl -1.68 -0.05 0.62
Cl -1.88 0.49 3.44
N -0.04 2.31 -0.03
N -0.42 -2.39 0.51
C -0.90 3.04 -0.66
C -0.87 -3.06 -0.51
C 1.02 3.17 0.56
C 0.44 4.56 0.34
C 2.30 2.94 -0.22
C 1.21 2.77 2.00
H 2.16 3.18 -1.27
H 2.59 1.88 -0.13
H 3.09 3.56 0.19
H 0.32 3.03 2.58
H 2.08 3.30 2.41
H 1.34 1.68 2.05
C 0.66 -3.14 1.19
C 0.56 -4.49 0.50
C 0.36 -3.17 2.67
C 2.00 -2.49 0.96
H 2.28 -2.57 -0.10
H 2.75 -3.01 1.56
H 1.93 -1.42 1.23
H -0.62 -3.63 2.84
H 0.34 -2.15 3.06
H 1.12 -3.75 3.19
O -0.37 -4.29 -0.64
H 0.13 -5.27 1.14
H 1.49 -4.85 0.06
O -0.75 4.36 -0.55
H 1.10 5.25 -0.19
H 0.07 5.01 1.26
C -1.99 2.39 -1.49
C -1.85 -2.47 -1.50
C -1.28 -1.22 -2.11
H -2.74 -2.24 -0.92
H -2.10 -3.28 -2.22
C -1.16 -0.02 -1.50
C -1.39 1.16 -2.12
H -3.05 -0.26 1.72
C -0.78 1.21 -3.40
C -0.33 0.01 -3.97
C -0.49 2.55 -4.04
C -0.67 -1.22 -3.39
H 0.21 0.03 -4.95
C -0.30 -2.54 -4.04
H 0.29 -2.33 -4.97
H -1.22 -3.12 -4.30
H 0.32 -3.17 -3.34
H -1.43 3.16 -4.13
H -0.04 2.37 -5.06
H 0.25 3.14 -3.42
H -2.38 3.15 -2.20
H -2.78 2.12 -0.80
F 0.79 0.02 1.14
*
```

Löwdin atomic charge list, values in e, 4 entries: atom 1 (Tl): 0.828, atom 2 (Cl): -0.448, atom 3 (N): 0.145, atom 4 (N): 0.117

***

7.
This record from the OMol25 dataset describes a single C4H7NO2 molecule at a distorted geometry. The level of theory is ωB97M-V with the def2-TZVPD basis set.

Summary:
- strongest force on any atom (eV/A) = 1.9
- LUMO (eV) = 0.9
- DFT total energy (hartree) = -361.7772
- energy above the lowest of the compared OMol25 structures with the same formula, charge and spin (kcal/mol) = 65.1
- E_HOMO (Ha) = -0.3591
- structure (SMILES) = O[C@@H]1CN=COC1
- frontier orbital gap (eV) = 10.635

Structure (ORCA input):
```
! RIJCOSX wB97M-V def2-TZVPD def2/J DEFGRID3
* xyz 0 1
O -0.33 1.74 0.39
C 0.68 0.76 0.27
C 0.77 0.09 -1.10
N -0.18 -0.97 -1.38
C -1.17 -1.12 -0.60
O -1.37 -0.47 0.60
C 0.12 -0.20 1.30
H -1.13 1.17 0.36
H 1.64 1.26 0.49
H 1.78 -0.32 -1.26
H 0.62 0.87 -1.85
H -1.92 -1.88 -0.88
H 0.32 -1.25 1.38
H 0.18 0.32 2.29
*
```

Löwdin atomic charge list, values in e, 4 entries: atom 1 (O): -0.047, atom 2 (C): -0.368, atom 3 (C): -0.173, atom 4 (N): 0.061